[1]
A 16-piece molecular cluster, C4H40NO15S overall. Source: the Open Molecules 2025 dataset; level of theory: wB97M-V/def2-TZVPD.

ORCA input file:
```
! wB97M-V def2-TZVPD RIJCOSX def2/J DEFGRID3
* xyz -1 1
H -3.3491 2.8636 2.1806
H 0.0607 2.2367 -4.0849
O 2.4119 2.9947 -0.5336
H -1.1995 -3.9178 -1.7433
N 0.3340 0.0870 0.8437
H 1.6011 -1.7482 -3.4195
H 3.0487 3.4019 -1.1991
H 2.1046 0.0903 1.9764
O -0.9022 1.3423 -1.3591
H 0.9141 -2.7783 1.1274
H 0.4308 1.4284 3.1182
H 0.6546 -0.2060 -0.0964
H 2.6242 -2.0038 -0.9927
O -2.8874 2.7914 0.0401
O 2.8909 -3.0497 1.8815
O 0.9123 -2.0137 -2.9020
O 4.1561 1.0093 1.4564
H 1.1067 -1.2832 -2.2133
S 2.6208 2.3981 3.4499
C -0.1592 -2.4397 1.1774
H -0.5858 -3.2901 1.7892
H -0.6652 2.0114 -0.6745
H 2.9135 2.8735 0.2841
O -1.5035 -0.7913 -3.9206
H 3.7926 -2.6367 1.6069
O 2.8126 -1.1815 -1.1967
O -2.9994 -1.5460 3.2740
H -0.5099 0.5117 -1.1389
O -2.8772 -1.8434 -2.1016
H -2.2840 -2.5961 -1.9723
H 0.5985 2.7319 1.8602
H -3.9187 -1.5711 -0.1887
H -2.3988 2.1875 -0.4912
H 2.0848 1.0888 0.5257
H 0.7552 3.5568 0.1442
H -1.0860 -0.7394 2.0306
H -2.4375 -1.0958 -2.6546
O -0.1993 3.5846 0.0681
H -1.0064 -0.1611 -3.4517
O -0.6868 -4.2139 -2.5039
H 3.1769 -0.7556 -0.4025
H 4.5836 1.6270 1.0328
C 1.1102 1.8709 2.3721
H -0.7728 -2.4706 0.2373
H -2.3381 3.5653 -0.0809
O 1.0059 1.8194 -3.9236
H -5.0036 -0.5677 -0.3554
H 1.1653 1.5068 -3.1110
H 0.1828 -3.9129 -2.4089
H 3.6540 1.1608 2.2529
O -4.3696 -0.9616 0.3613
O -3.0711 2.0453 2.6077
H -3.2767 -2.4317 2.9628
H -2.5810 1.6073 1.9492
C -0.1101 -1.0258 1.6827
H -3.4597 -0.9012 2.7759
C 1.5169 0.7802 1.3687
H -0.5623 3.2502 0.9044
H 0.4357 -0.9752 2.7723
H 2.3632 -2.2796 1.6126
H -0.8222 -1.0345 -4.6060
*
```

The value obtained for the HOMO-LUMO gap is 0.2148 hartree. The value obtained for the HOMO energy is -0.1414 Ha.

Mulliken analysis output, partial charges in e: 0.32, 0.33, -0.66, 0.31, 0.81, 0.27, 0.26, 0.63, -0.76, 0.07, 0.37, -0.10, 0.30, -0.67, -0.67, -0.53, -0.59, 0.30, -0.60, -0.55, 0.36, 0.53, 0.26, -0.65, 0.38, -0.64, -0.64, 0.27, -0.62, 0.17, -0.21, 0.34, 0.29, 0.54, 0.33, 0.33, 0.40, -0.77, 0.27, -0.62, 0.26, 0.23, -0.50, -0.19, 0.36, -0.64, 0.28, 0.30, 0.31, 0.17, -0.58, -0.65, 0.31, 0.35, -0.62, 0.27, -1.19, 0.59, 0.23, 0.21, 0.32



[2]
A 2-piece molecular cluster, C2H2OS overall. Source: the Open Molecules 2025 dataset; level of theory: wB97M-V/def2-TZVPD.

ORCA input file:
```
! wB97M-V def2-TZVPD RIJCOSX def2/J DEFGRID3
* xyz 0 1
C -0.9029 0.0956 -0.7613
C -0.8906 -0.2906 0.4086
H -1.0237 -1.0236 1.2674
O 1.4375 0.4057 0.9025
S 2.1166 0.0038 -0.3339
H -0.7369 0.8092 -1.4833
*
```

The value obtained for the HOMO-LUMO gap (spin up / spin down) is 0.2826 / 0.2817 hartree. The value obtained for the HOMO energy (spin up / spin down) is -0.3357 / -0.3355 Ha. As for the structure (SMILES): C#C.O=S.

Mulliken analysis output, partial charges in e: -0.36, -0.32, 0.31, -0.28, 0.25, 0.39



[3]
An isolated molecule of C4H4N2S. Source: the Open Molecules 2025 dataset; level of theory: wB97M-V/def2-TZVPD.

ORCA input file:
```
! wB97M-V def2-TZVPD RIJCOSX def2/J DEFGRID3
* xyz 0 1
S 0.7734 2.4528 -1.5113
N 0.8099 -1.1783 1.1581
C 0.7248 -0.1157 0.3985
H -1.5418 1.5704 -1.5495
H -0.0827 -1.6948 1.4276
H 1.5053 -0.7263 2.1060
N -1.7221 -1.8504 -0.1493
C -0.4546 1.3807 -1.3002
H 1.4798 0.7268 0.3308
C -0.2849 0.2840 -0.4114
C -1.2071 -0.8491 -0.4991
*
```

The value obtained for the HOMO-LUMO gap is 0.2923 hartree. The value obtained for the HOMO energy is -0.3260 Ha. As for the structure (SMILES): N#C/C(C=S)=C\N.

Mulliken analysis output, partial charges in e: -0.32, -0.54, 0.12, 0.29, 0.31, 0.35, -0.58, -0.23, 0.25, 0.00, 0.35



[4]
A 2-piece molecular cluster, C4H5NO overall. Source: the Open Molecules 2025 dataset; level of theory: wB97M-V/def2-TZVPD.

ORCA input file:
```
! wB97M-V def2-TZVPD RIJCOSX def2/J DEFGRID3
* xyz 0 1
C 0.2943 0.2873 0.4415
H 1.7684 -1.0635 -0.5317
H 1.5530 -1.2547 1.3003
N -2.1731 -0.9963 -1.3122
C 1.3856 -0.6603 0.3992
H -1.1091 -0.5087 0.8006
C -1.5305 -0.2970 -0.6301
C -0.6494 0.9142 -0.5071
O 1.5678 0.7618 0.6411
H -1.2965 1.6331 0.0072
H -0.2362 1.3760 -1.4111
*
```

The value obtained for the HOMO-LUMO gap (spin up / spin down) is 0.3103 / 0.3104 hartree. The value obtained for the HOMO energy (spin up / spin down) is -0.3317 / -0.3317 Ha.

Mulliken analysis output, partial charges in e: -0.06, 0.24, 0.23, -0.47, -0.21, 0.18, 0.08, -0.08, -0.40, 0.21, 0.29



[5]
A 2-piece molecular cluster, C2H2N2OS overall. Source: the Open Molecules 2025 dataset; level of theory: wB97M-V/def2-TZVPD.

ORCA input file:
```
! wB97M-V def2-TZVPD RIJCOSX def2/J DEFGRID3
* xyz 0 1
N 2.6398 1.3847 -0.5143
O 4.5571 0.0150 -0.4740
C -2.3961 -0.3510 -1.1779
C 3.6638 0.7706 -0.4296
H 2.5931 2.3101 -0.8640
S -1.9775 1.8695 0.2480
H -2.5166 -1.1107 -1.7540
N -2.3655 0.6740 -0.6085
*
```

The value obtained for the HOMO-LUMO gap is 0.3377 hartree. The value obtained for the HOMO energy is -0.3196 Ha. As for the structure (SMILES): C#[N+][S-].N=C=O.

Mulliken analysis output, partial charges in e: -0.41, -0.40, -0.18, 0.54, 0.27, -0.21, 0.42, -0.03



[6]
C35H31CrN2O4 as an isolated structure. Source: the Open Molecules 2025 dataset; level of theory: wB97M-V/def2-TZVPD.

ORCA input file:
```
! wB97M-V def2-TZVPD RIJCOSX def2/J DEFGRID3
* xyz -1 3
H -1.3526 2.0584 -1.7027
C -2.7229 -4.3882 2.7257
C 0.5893 1.5132 -3.3973
H -3.0229 4.0274 1.8051
H 1.5412 1.7935 -3.8511
H 4.0328 2.1801 3.1782
H 5.6670 0.6377 2.0227
C -2.5856 1.9227 1.6531
C 2.7086 -0.7948 1.0680
H -3.7002 -0.4582 3.8207
H -0.8030 5.1827 -5.5338
N -0.3686 2.4982 -3.5168
H -0.8187 -4.8387 1.7513
C 4.5839 0.4730 1.9519
H -4.9245 3.6551 3.4092
C -0.2401 3.3480 -4.6062
H -4.6622 -3.6863 3.4511
O 0.6035 -1.7785 4.6518
H 0.5029 3.0424 -5.3320
H 2.7852 -0.5839 -6.5821
C -4.5310 1.5381 3.6454
C -3.7996 -3.4759 2.8074
H 1.5566 -2.8101 -3.8068
O 3.9192 -3.1921 4.4741
H 3.0488 -1.3416 -4.2655
Cr 2.9817 -0.5840 3.1246
H 1.6237 -3.5367 -1.4822
C 2.2989 -0.5730 -4.5088
C 1.8247 0.2366 1.4465
C 1.9018 -0.7385 -5.9627
C 1.5152 -2.4525 -1.6834
C 3.6292 -2.2887 3.7936
H 1.5435 -1.7497 -6.1605
H -2.5665 4.2498 -1.6768
C -2.4892 -1.8421 1.5769
C -3.2686 3.0234 2.1713
H 2.7711 0.3997 -4.3482
C -3.7098 0.4776 3.2560
H -4.6360 -1.6386 1.9592
H 0.8041 -2.0123 -0.9670
O 3.6074 -0.6224 6.1348
C 0.4273 0.0821 1.1201
H -2.7378 -5.3192 3.2946
H -2.2023 5.8706 -3.5475
C 4.0881 -0.6424 1.2684
C 1.4042 -1.2698 3.9704
C -2.8463 0.6184 2.1343
H -1.8234 2.0447 0.8718
C -1.9313 3.9993 -2.5262
C -0.7739 -0.1643 1.1779
C -1.7385 4.8929 -3.5824
C -1.6092 -4.0954 1.9222
O -0.5219 -0.1568 -2.1591
C 3.6787 1.3664 2.5486
H -5.3695 1.3663 4.3320
H 2.5007 -1.9815 -1.5393
H 2.2930 -1.6599 0.5531
C -3.7506 -2.2811 2.0723
C -2.0956 -0.4614 1.5110
H -0.5511 -2.5208 0.8991
C 0.3621 0.1733 -2.9826
C -0.9325 4.5308 -4.6653
H 1.5802 1.9527 2.7374
H -0.0578 -2.4385 -3.1448
N 1.2103 -0.7821 -3.5301
C -1.2798 2.7778 -2.5144
H 1.1413 -0.0239 -6.2825
H 4.7568 -1.4046 0.8759
C 2.2992 1.2448 2.3145
C 1.0120 -2.1725 -3.0976
C 3.4162 -0.4103 5.0024
C -1.4878 -2.8229 1.3662
C -4.2991 2.8168 3.1049
*
```

The value obtained for the HOMO-LUMO gap (spin up / spin down) is 0.1146 / 0.1220 hartree. The value obtained for the HOMO energy (spin up / spin down) is -0.0364 / -0.0924 Ha. As for the expectation value of S²: 2.074.

Mulliken analysis output, partial charges in e: 0.42, -0.52, -1.34, 0.39, 0.22, 0.53, 0.44, -0.26, -0.19, 0.54, 0.34, 0.34, 0.40, -0.63, 0.37, -0.44, 0.37, -0.45, 0.31, 0.41, -0.66, -0.53, 0.55, -0.42, 0.45, -0.40, 0.30, -0.92, 1.78, -1.13, -0.24, 0.36, 0.30, 0.36, 0.46, -0.64, 0.45, -0.36, 0.68, -0.20, -0.42, -0.82, 0.37, 0.34, -0.66, 0.56, 0.41, 0.13, -0.40, -0.44, -0.47, -0.62, -0.77, -0.61, 0.35, 0.31, 0.64, -0.43, -0.12, 0.32, 1.04, -0.47, 0.58, 0.31, 0.48, -0.46, 0.22, 0.53, -0.78, -1.21, 0.40, -0.37, -0.37



| no. | molar mass (g/mol) |
| --- | --- |
| 1 | 374.423 |
| 2 | 74.104 |
| 3 | 112.157 |
| 4 | 83.090 |
| 5 | 102.118 |
| 6 | 595.639 |